# 1
Here is an isolated molecule of C3H4N2O in a non-equilibrium geometry from the Open Molecules 2025 dataset. Energies are from wB97M-V/def2-TZVPD.

Computed properties:
* E_tot: -8202.4002 eV
* structure (SMILES): [H]/N=C/OCC#N
* gap between HOMO and LUMO: 11.7 eV
* total charge: 0
* relative energy (zero: lowest compared OMol25 entry of this formula, charge and spin): 1.485 eV

Element x y z (Å)
H 2.7178 -0.0380 -0.7787
N 1.7413 0.1888 -0.6154
C 1.2777 -0.4830 0.3466
O 0.0000 -0.3945 0.7672
C -0.8382 0.4997 0.0442
C -2.1564 -0.1254 -0.1242
N -3.1998 -0.5958 -0.2828
H 1.8026 -1.2107 0.9698
H -0.4035 0.7258 -0.9331
H -0.9414 1.4332 0.6064

***

# 2
Here is a structure of composition C15H40Li5O23P2S5 in a non-equilibrium geometry from the Open Molecules 2025 dataset. Energies are from wB97M-V/def2-TZVPD.

Computed properties:
* E_tot: -137070.9472 eV
* gap between HOMO and LUMO: 1.8 eV
* total charge: -1
* relative energy (zero: lowest compared OMol25 entry of this formula, charge and spin): 0.000 eV

Element x y z (Å)
Li 5.8079 9.1323 11.0254
Li 5.4051 3.9226 6.6767
Li 4.4904 8.1674 6.3992
Li 8.5061 6.5171 7.5039
Li 5.3318 4.1111 11.3013
P 7.5471 7.0270 4.0052
O 8.4805 7.7019 5.0329
O 6.7433 8.2938 4.2336
O 7.1660 5.6444 4.4951
O 8.4566 7.5910 2.8796
P 5.4298 6.3703 9.0842
O 5.0102 6.5810 10.5047
O 4.3022 5.9567 8.0316
O 6.3898 5.1910 8.9810
O 6.2463 7.6156 8.7201
O 10.8891 11.6319 11.7514
S 9.8097 11.7154 10.7396
O 8.5250 11.0991 10.9743
O 9.4539 13.3381 10.5357
C 8.2223 13.5735 9.8895
C 8.3800 14.6595 8.9094
C 10.4759 11.3715 8.9982
H 7.6180 13.8812 10.7429
H 7.7542 12.6968 9.4419
H 8.6369 14.1935 7.9581
H 9.1488 15.3462 9.2636
H 7.4217 15.1717 8.8242
H 9.5634 11.2700 8.4106
H 10.9198 10.3766 9.0337
H 11.1028 12.2278 8.7494
O 2.5082 10.4854 10.8521
S 1.0630 10.1493 11.0089
O 0.5139 9.6097 12.2275
O 0.2348 11.5721 10.6495
C 0.7711 12.7989 10.8773
C 0.5561 13.1274 12.3956
C 0.4549 9.0863 9.5399
H 0.1972 13.4692 10.2374
H 1.8516 12.8469 10.7422
H -0.4754 13.2269 12.7335
H 1.0274 14.0960 12.5624
H 1.0355 12.3684 13.0138
H 0.6243 9.6762 8.6391
H -0.6344 9.0543 9.5591
H 0.8760 8.0853 9.6338
O 8.5128 6.5525 15.4700
S 7.7075 6.4184 14.1892
O 6.7644 5.3310 13.9158
O 6.9102 7.8319 14.0014
C 5.8781 8.0872 14.8422
C 5.5586 9.5790 14.6586
C 8.7961 6.5214 12.7119
H 6.1789 7.7669 15.8397
H 5.0036 7.4443 14.7422
H 6.2430 10.1302 15.3034
H 4.5259 9.8710 14.8493
H 5.6781 9.9927 13.6572
H 9.6574 7.1866 12.7726
H 8.1278 6.9605 11.9711
H 8.9380 5.4626 12.4953
O 2.3136 1.6637 10.5202
S 2.0785 1.0750 9.2200
O 3.0248 1.1877 8.1324
O 1.3958 -0.4514 9.2594
C 0.9103 -0.7961 10.5959
C 0.1034 -2.1205 10.4128
C 0.4971 1.8385 8.6488
H 0.2642 -0.1185 11.1540
H 1.7158 -0.9532 11.3132
H -0.7190 -2.0034 9.7071
H -0.4267 -2.4893 11.2909
H 0.6274 -3.0380 10.1452
H -0.2163 1.7025 9.4616
H 0.0319 1.2305 7.8729
H 0.7972 2.8506 8.3771
O 0.1812 6.6222 2.0944
S 0.7423 6.2298 3.3929
O 1.3944 7.2656 4.2731
O -0.4133 5.5111 4.2721
C -1.2459 4.5593 3.5357
C -2.5012 5.2379 2.9983
C 1.8737 4.7571 3.2591
H -1.4544 3.7652 4.2526
H -0.7864 4.1286 2.6461
H -3.0820 5.4893 3.8858
H -3.1186 4.6241 2.3424
H -2.3044 6.2066 2.5391
H 2.7398 5.0001 2.6435
H 1.2029 4.1023 2.7030
H 2.1665 4.3258 4.2164